1) Below is C2H3NO2 in the gas phase, with properties calculated with ωB97M-V/def2-TZVPD.

Geometry as XYZ:
```
8
C2H3NO2, DFT ωB97M-V/def2-TZVPD
C 1.692 -0.265 -0.145
N 0.401 -0.543 0.329
O -0.432 0.560 -0.125
C -1.711 0.249 0.062
O -2.142 -0.897 -0.172
H 2.351 -1.269 -0.014
H 2.081 0.813 -0.416
H -2.239 1.351 0.481
```

## Properties
M (g/mol): 73.05
LUMO energy (eV): -0.015
SMILES: C=NOC=O
Multiplicity: 1

---

2) Below is C2H3NO2 in the gas phase, with properties calculated with ωB97M-V/def2-TZVPD.

Geometry as XYZ:
```
8
C2H3NO2, DFT ωB97M-V/def2-TZVPD
C -0.480 -1.400 -0.084
C 0.342 -0.298 0.262
N 0.574 2.025 -0.050
O -0.370 -2.525 0.375
O -0.050 0.870 -0.265
H -1.263 -1.026 -0.734
H 1.148 -0.491 0.863
H 0.100 2.844 -0.367
```

## Properties
M (g/mol): 73.05
LUMO energy (alpha / beta) (eV): -0.750 / -1.172
Multiplicity: 1

---

3) Below is 2 unconnected molecules or ions with the total composition C2H3NO2, with properties calculated with ωB97M-V/def2-TZVPD.

Geometry as XYZ:
```
8
C2H3NO2, DFT ωB97M-V/def2-TZVPD
C 1.049 0.280 0.207
C 0.145 -0.190 -0.881
N 1.899 1.099 -1.551
O 0.744 0.525 -1.987
O 1.973 0.957 -0.270
H 0.417 1.142 1.857
H 0.351 -1.186 -1.014
H -0.866 0.161 -0.863
```

## Properties
M (g/mol): 73.05
LUMO energy (alpha / beta) (eV): -0.338 / -0.623
Multiplicity: 1

---

Most stable: 1). Least stable: 3).

---

1) Below is C2H3NO2 in the gas phase, with properties calculated with ωB97M-V/def2-TZVPD.

Geometry as XYZ:
```
8
C2H3NO2, DFT ωB97M-V/def2-TZVPD
O -0.310 -1.722 2.304
C -0.008 -0.600 1.344
N 0.950 -0.199 0.475
C -0.389 0.333 0.267
O -1.150 -0.165 -0.818
H 1.912 -0.296 0.294
H -0.566 1.431 0.387
H -0.786 -1.148 -0.975
```

## Properties
M (g/mol): 73.05
LUMO energy (alpha / beta) (eV): 0.459 / 0.459
SMILES: O=C1N[C@H]1O
Multiplicity: 1

---

2) Below is 2 unconnected molecules or ions with the total composition C2H3NO2, with properties calculated with ωB97M-V/def2-TZVPD.

Geometry as XYZ:
```
8
C2H3NO2, DFT ωB97M-V/def2-TZVPD
O 1.924 -0.077 -0.012
C 0.995 0.661 0.182
C -0.419 0.121 0.379
N -0.815 -0.898 -0.349
H 1.069 1.762 0.057
O -1.353 1.014 0.228
H -0.079 -1.583 -0.498
H -1.934 0.080 -0.526
```

## Properties
M (g/mol): 73.05
LUMO energy (eV): -0.661
Multiplicity: 1

---

3) Below is C2H3NO2 in the gas phase, with properties calculated with ωB97M-V/def2-TZVPD.

Geometry as XYZ:
```
8
C2H3NO2, DFT ωB97M-V/def2-TZVPD
N 1.175 -0.438 0.140
C -0.145 -0.755 0.019
O -0.574 -1.832 -0.355
C -1.137 0.283 0.492
O -0.987 1.333 -0.288
H 1.856 -1.111 -0.180
H 1.460 0.527 0.196
H -1.648 1.993 -0.023
```

## Properties
M (g/mol): 73.05
LUMO energy (eV): 0.241
Multiplicity: 1

---

Most stable: 3). Least stable: 1).

---

1) Below is 2 unconnected molecules or ions with the total composition C2H3NO2, with properties calculated with ωB97M-V/def2-TZVPD.

Geometry as XYZ:
```
8
C2H3NO2, DFT ωB97M-V/def2-TZVPD
C -0.756 -2.387 0.845
N -1.080 -1.300 0.648
O -1.470 -0.213 0.388
H -0.045 -3.061 1.114
C 0.799 1.776 -0.805
O 0.804 0.782 -1.452
H -0.055 2.373 -0.564
H 1.804 2.030 -0.172
```

## Properties
M (g/mol): 73.05
LUMO energy (eV): 1.005
SMILES: C#[N+][O-].C=O
Multiplicity: 1

---

2) Below is 2 unconnected molecules or ions with the total composition C2H3NO2, with properties calculated with ωB97M-V/def2-TZVPD.

Geometry as XYZ:
```
8
C2H3NO2, DFT ωB97M-V/def2-TZVPD
C -1.136 0.081 1.227
C 0.083 -0.490 0.827
N -2.129 0.699 1.352
O 0.374 0.386 -1.964
O 0.491 0.904 -0.729
H 0.905 -0.008 1.165
H 0.253 -1.471 0.316
H 1.158 -0.100 -2.194
```

## Properties
M (g/mol): 73.05
LUMO energy (alpha / beta) (eV): -1.097 / -1.194
Multiplicity: 1

---

Most stable: 1). Least stable: 2).

---

1) Below is 2 unconnected molecules or ions with the total composition C2H3NO2, with properties calculated with ωB97M-V/def2-TZVPD.

Geometry as XYZ:
```
8
C2H3NO2, DFT ωB97M-V/def2-TZVPD
C 1.594 0.341 0.414
C 1.930 -0.406 -0.548
O 2.389 -1.022 -1.409
H 1.697 0.025 1.424
H 1.102 1.286 0.290
N -2.476 -0.077 0.085
O -2.932 -0.718 -0.853
H -3.304 0.572 0.596
```

## Properties
M (g/mol): 73.05
LUMO energy (eV): -0.598
SMILES: C=C=O.N=O
Multiplicity: 1

---

2) Below is C2H3NO2 in the gas phase, with properties calculated with ωB97M-V/def2-TZVPD.

Geometry as XYZ:
```
8
C2H3NO2, DFT ωB97M-V/def2-TZVPD
O 2.414 0.071 0.007
C 1.312 -0.311 0.015
C 0.099 -0.810 0.210
N -1.016 -0.041 0.058
O -0.607 1.339 -0.534
H -0.020 -1.779 0.680
H -1.620 -0.372 -0.694
H -0.562 1.904 0.259
```

## Properties
M (g/mol): 73.05
LUMO energy (eV): 0.661
SMILES: O=C=CNO
Multiplicity: 1

---

3) Below is C2H3NO2 in the gas phase, with properties calculated with ωB97M-V/def2-TZVPD.

Geometry as XYZ:
```
8
C2H3NO2, DFT ωB97M-V/def2-TZVPD
C 1.244 -0.113 -0.247
C -0.516 0.126 1.187
N 0.295 0.591 -0.892
O -0.877 0.512 -0.188
O -0.999 -0.968 1.575
H 2.151 0.143 -0.660
H 0.029 1.249 -1.640
H -1.327 -1.540 0.865
```

## Properties
M (g/mol): 73.05
LUMO energy (eV): 0.634
Multiplicity: 1

---

Most stable: 2). Least stable: 3).

---

1) Below is C2H3NO2 in the gas phase, with properties calculated with ωB97M-V/def2-TZVPD.

Geometry as XYZ:
```
8
C2H3NO2, DFT ωB97M-V/def2-TZVPD
C -1.227 -0.161 0.158
C 0.204 -0.088 0.315
O 2.414 0.017 -0.144
O 2.092 1.258 -0.732
N 1.297 -0.555 0.135
H -1.751 0.046 1.093
H -1.493 0.614 -0.573
H -1.536 -1.131 -0.250
```

## Properties
M (g/mol): 73.05
LUMO energy (alpha / beta) (eV): -1.157 / -1.286
Multiplicity: 1

---

2) Below is a molecular structure, C2H3NO2, with properties calculated with ωB97M-V/def2-TZVPD.

Geometry as XYZ:
```
8
C2H3NO2, DFT ωB97M-V/def2-TZVPD
C -0.870 -0.126 0.212
C 0.353 0.628 -0.076
N 0.101 -0.417 0.985
O -2.370 -0.907 -0.397
O 1.191 0.287 -1.151
H 0.409 1.628 0.220
H 0.420 -0.630 1.831
H 0.767 -0.463 -1.624
```

## Properties
M (g/mol): 73.05
LUMO energy (alpha / beta) (eV): -0.208 / -0.208
Multiplicity: 1

---

Most stable: 2). Least stable: 1).

---

1) Below is C2H3NO2 in the gas phase, with properties calculated with ωB97M-V/def2-TZVPD.

Geometry as XYZ:
```
8
C2H3NO2, DFT ωB97M-V/def2-TZVPD
O 1.015 0.240 -1.558
C 1.145 -0.277 -0.506
C 0.150 -0.374 0.589
N -1.031 0.104 0.688
O -1.513 0.822 -0.377
H 2.123 -0.677 -0.164
H 0.451 -0.998 1.409
H -2.341 1.159 -0.080
```

## Properties
M (g/mol): 73.05
LUMO energy (eV): -0.189
SMILES: O=C/C=N\O
Multiplicity: 1

---

2) Below is 2 unconnected molecules or ions with the total composition C2H3NO2, with properties calculated with ωB97M-V/def2-TZVPD.

Geometry as XYZ:
```
8
C2H3NO2, DFT ωB97M-V/def2-TZVPD
C 0.930 0.446 -0.661
C -1.996 -0.472 -0.156
N 0.340 -0.434 0.021
O -2.392 0.583 -0.085
O 0.815 -0.830 1.193
H 0.468 0.962 -1.539
H 1.856 0.975 -0.459
H -0.022 -1.230 1.688
```

## Properties
M (g/mol): 73.05
LUMO energy (eV): 0.797
Multiplicity: 1

---

3) Below is C2H3NO2 in the gas phase, with properties calculated with ωB97M-V/def2-TZVPD.

Geometry as XYZ:
```
8
C2H3NO2, DFT ωB97M-V/def2-TZVPD
C -1.680 -0.263 0.027
N -0.472 -0.642 -0.128
O 0.381 0.512 -0.132
C 1.706 0.225 -0.017
O 2.263 -0.819 -0.006
H -2.459 -1.020 -0.015
H -1.981 0.802 0.194
H 2.241 1.203 0.079
```

## Properties
M (g/mol): 73.05
LUMO energy (eV): 0.804
SMILES: C=NOC=O
Multiplicity: 1

---

Most stable: 3). Least stable: 2).